{
  "formula": "C25H28Br2N2O6PrS3Si",
  "method": "ωB97M-V/def2-TZVPD",
  "elements": ["H", "O", "S", "Pr", "H", "C", "H", "C", "H", "S", "C", "H", "C", "O", "Si", "H", "H", "C", "H", "Br", "C", "C", "O", "H", "H", "C", "H", "C", "C", "C", "C", "C", "H", "C", "C", "O", "N", "H", "H", "O", "S", "C", "H", "C", "C", "H", "H", "H", "C", "Br", "H", "C", "C", "N", "C", "C", "H", "C", "H", "O", "H", "H", "H", "H", "C", "H", "H", "H"],
  "xyz": [[4.767, 2.236, -1.761], [0.988, -6.425, 2.316], [-0.496, 2.563, 1.340], [0.440, -0.195, 0.117], [1.429, -3.186, 4.010], [4.463, 0.950, 1.161], [5.440, 0.596, 1.500], [1.398, -4.339, -2.836], [-1.506, 2.291, -2.710], [-2.321, 5.158, -0.874], [1.928, -4.381, -1.578], [-1.616, 2.544, -0.984], [0.085, -4.363, 2.795], [1.776, -0.652, 3.974], [3.994, 0.186, -0.513], [-1.922, -2.923, 0.474], [5.751, -1.622, -0.511], [1.451, 3.326, -0.587], [4.309, -2.119, 0.375], [-2.558, 0.107, -4.123], [-0.712, -1.242, -2.451], [-0.979, -2.164, -4.722], [2.409, 0.208, -0.728], [-0.900, 4.542, 2.560], [-1.466, -2.088, -5.683], [0.237, -2.315, -2.214], [4.310, -2.135, -1.395], [-1.237, 4.356, -2.098], [-1.273, -1.228, -3.730], [0.595, -5.748, 3.287], [4.880, 1.155, -1.886], [-1.316, 4.177, 1.619], [5.950, 0.936, -1.903], [0.522, -3.292, -3.201], [0.701, -3.185, 3.210], [0.915, 0.280, 2.135], [-0.517, -1.906, 1.585], [3.731, 0.659, 1.921], [1.525, 3.833, 1.529], [-1.036, -0.396, -1.525], [0.625, 2.230, -1.790], [-0.895, -4.256, 1.809], [2.575, -5.187, -1.263], [4.659, -1.588, -0.516], [0.401, -1.997, 2.571], [-0.210, 5.443, 0.225], [1.783, 2.116, 1.163], [1.206, 4.357, -0.835], [-1.091, 2.851, -1.876], [0.237, -4.456, -5.829], [4.467, 0.888, -2.862], [-1.166, -3.030, 1.245], [-1.228, 5.288, 0.580], [0.808, -2.365, -0.980], [-0.101, -3.176, -4.462], [1.211, 3.006, 0.889], [1.623, -5.110, -3.559], [1.610, -3.359, -0.675], [-1.413, -5.141, 1.462], [0.519, -5.980, 4.497], [-1.547, 6.213, 1.064], [2.507, 3.166, -0.811], [-0.282, 4.878, -2.081], [4.501, 2.043, 1.131], [1.107, -0.699, 2.962], [-2.359, 3.909, 1.789], [-1.708, 4.566, -3.057], [2.017, -3.374, 0.331]],
  "lowdin_spin": [0.00, 0.00, 0.00, 2.02, 0.00, 0.00, 0.00, 0.00, 0.00, 0.00, 0.00, 0.00, 0.00, 0.00, 0.00, 0.00, 0.00, 0.00, 0.00, 0.00, 0.00, 0.00, -0.01, 0.00, 0.00, 0.00, 0.00, 0.00, 0.00, 0.00, 0.00, 0.00, 0.00, 0.00, 0.00, -0.01, 0.00, 0.00, 0.00, 0.00, 0.00, 0.00, 0.00, 0.00, 0.00, 0.00, 0.00, 0.00, 0.00, 0.00, 0.00, 0.00, 0.00, 0.00, 0.00, 0.00, 0.00, 0.00, 0.00, 0.00, 0.00, 0.00, 0.00, 0.00, 0.00, 0.00, 0.00, 0.00],
  "total_energy_ev": -236191.0343,
  "orbital_gap_ev": [7.3, 7.3],
  "lumo_energy_ev": [1.74, 1.75],
  "multiplicity": 3,
  "total_charge": -1,
  "s_squared": 2.002
}

***

{
  "formula": "C25H28BrCl5InN8O11S2",
  "method": "ωB97M-V/def2-TZVPD",
  "elements": ["H", "O", "C", "N", "C", "N", "C", "H", "O", "S", "H", "H", "H", "H", "Cl", "H", "C", "S", "C", "C", "H", "O", "Br", "C", "O", "C", "C", "O", "C", "C", "N", "C", "O", "H", "C", "O", "H", "C", "N", "C", "Cl", "C", "N", "C", "N", "H", "C", "C", "O", "Cl", "H", "H", "H", "C", "H", "H", "H", "C", "C", "N", "N", "Cl", "H", "C", "C", "H", "O", "C", "O", "H", "H", "Cl", "O", "H", "H", "H", "H", "H", "H", "H", "In"],
  "xyz": [[5.318, -1.456, -0.783], [-1.586, -0.371, -0.817], [5.065, -2.442, -0.392], [0.385, -0.413, 1.003], [-4.808, -0.469, -0.199], [0.849, -0.450, 3.292], [3.361, -4.691, -2.711], [-1.925, 2.210, -0.067], [-7.025, 0.883, -0.594], [-2.060, 0.208, -2.164], [-5.596, -2.021, 1.093], [-5.602, 2.997, -0.362], [-0.538, 2.391, 1.009], [-4.104, 2.072, -0.480], [4.096, -6.878, -1.272], [-6.341, -1.962, -0.514], [2.100, -5.122, -0.716], [-5.921, 0.801, 0.331], [3.492, 4.779, -3.604], [2.850, 3.591, -3.301], [0.015, 0.131, 3.381], [2.174, 0.918, -2.529], [3.253, 3.398, 0.847], [2.606, -3.552, -2.942], [-2.862, -0.758, -2.877], [-3.926, 1.309, 3.389], [-2.792, 0.632, 3.703], [-5.809, 2.354, 4.139], [-4.554, 2.929, 1.505], [3.286, 3.933, -0.977], [2.711, -0.909, -0.475], [3.948, 5.116, -1.270], [-0.728, 0.473, -2.838], [4.650, -3.185, 2.624], [-1.607, 2.574, 0.915], [0.877, -2.092, -2.316], [-5.426, 3.124, 2.118], [-5.406, -1.846, 0.034], [-5.120, 1.351, 4.178], [1.335, -3.988, -0.953], [2.944, -2.514, -4.273], [4.041, 5.544, -2.585], [4.166, -2.312, 0.741], [-4.951, 2.305, 0.173], [2.408, -1.263, 1.798], [-3.873, -0.325, 0.349], [1.556, -3.153, -2.075], [1.977, 1.876, -1.753], [-6.219, 0.611, 1.738], [0.072, -3.530, 0.123], [4.550, 6.472, -2.808], [4.638, -3.048, -1.197], [-4.604, -0.282, -1.254], [3.079, -1.490, 0.606], [4.626, -4.283, 1.239], [-0.489, 0.002, 1.314], [-4.055, 3.878, 1.305], [1.169, -0.667, 1.971], [3.123, -5.485, -1.589], [-1.795, 1.007, 2.851], [-3.637, 2.116, 2.308], [4.647, -5.103, -3.786], [2.426, 2.968, -4.076], [2.723, 3.157, -1.983], [-2.329, 1.891, 2.017], [4.388, 5.693, -0.468], [1.154, 1.813, -0.794], [4.133, -3.423, 1.689], [-5.323, 0.395, 4.900], [5.984, -2.912, -0.051], [3.567, 5.106, -4.633], [1.784, -6.093, 0.678], [-2.762, 1.467, -1.905], [-2.651, -0.068, 4.509], [2.835, -1.622, 2.633], [-4.700, -2.592, -0.330], [3.108, -3.726, 1.905], [1.615, -0.161, 3.881], [3.256, -1.181, -1.285], [-1.777, 3.652, 0.951], [0.561, -0.290, -1.242]],
  "lowdin_charge": [0.10, -0.41, -0.03, 0.12, -0.31, 0.15, -0.73, 0.06, -0.32, 0.33, 0.07, 0.11, 0.07, 0.07, 0.64, 0.08, -0.71, 0.67, -0.08, -0.01, 0.06, 0.00, 0.77, -0.62, -0.31, -0.17, -0.04, 0.07, -0.12, -0.59, 0.17, -0.14, -0.35, 0.09, 0.02, -0.13, 0.11, -0.10, -0.35, -0.60, 0.75, -0.09, -0.14, -0.19, 0.16, 0.09, -0.49, -0.63, -0.32, 0.78, 0.10, 0.08, 0.08, -0.40, 0.09, 0.05, 0.13, -0.47, -0.74, 0.09, 0.06, 0.67, 0.13, -0.15, -0.30, 0.09, -0.07, -0.05, 0.08, 0.10, 0.10, 0.67, -0.36, 0.12, 0.13, 0.08, 0.07, 0.10, 0.07, 0.09, 0.77],
  "total_energy_ev": -220326.8631,
  "orbital_gap_ev": 7.9,
  "lumo_energy_ev": 1.69,
  "total_charge": -1
}